Molecular formula: C9H14N2O2
Method: DFT, ωB97M-V with the def2-TZVPD basis set

The geometry in XYZ format:
```
27
Properties=species:S:1:pos:R:3:forces:R:3:nbo_charge:R:1
C -1.836746 -1.219820 -0.248143 -0.52 -1.39 -1.39 -0.62
C -1.429388 0.241129 -0.319002 1.39 1.14 0.83 -0.28
C -2.387775 1.003146 0.561883 -1.90 0.76 1.58 -0.61
C -0.027599 0.540393 0.285092 1.71 -0.06 -2.28 0.02
C 0.505143 -0.259138 1.414242 -0.61 0.92 0.47 -0.13
C 1.255637 -1.356001 1.183706 -1.11 2.89 3.27 -0.26
C 1.480017 -1.855408 -0.077116 0.34 -0.83 -3.43 -0.20
C 1.315669 -1.189942 -1.264131 1.03 0.38 3.35 -0.23
C 1.412457 0.281998 -1.258626 -2.22 0.42 2.02 0.09
N 2.565471 0.785398 -0.811114 0.66 0.08 -0.57 -0.76
N 0.319865 1.922487 0.287365 -2.73 0.66 2.02 0.45
O 1.067118 2.380140 1.187191 -0.01 -0.87 -1.62 -0.45
O -0.367137 2.667252 -0.461554 1.67 -0.42 0.06 -0.48
H -1.198733 -2.039482 -0.729645 -0.24 1.47 1.11 0.22
H -2.795832 -1.413598 -0.825470 0.72 0.68 1.03 0.22
H -1.997838 -1.340170 0.833467 -0.07 -0.91 -0.49 0.22
H -1.415222 0.766853 -1.257760 -0.18 -0.46 -0.84 0.24
H -3.386641 0.557541 0.538037 0.02 -0.22 -0.07 0.21
H -2.604952 2.064619 0.397822 0.66 -0.21 -0.62 0.24
H -2.107836 0.995244 1.634201 0.07 -0.36 -0.39 0.20
H 0.144059 0.159581 2.398095 0.84 -1.05 -0.72 0.23
H 1.577874 -1.950941 2.013042 0.15 -0.17 0.44 0.22
H 1.717555 -2.896590 0.096305 -0.19 -0.52 -1.47 0.22
H 1.247595 -1.619228 -2.184064 0.08 -1.60 -2.35 0.22
H 0.858282 0.936198 -1.910404 -0.19 -0.22 -0.51 0.23
H 2.869344 1.722866 -0.990216 -0.13 0.14 0.10 0.41
H 3.219615 0.115462 -0.493205 0.77 -0.23 0.45 0.40
```
Forces are in eV/Å.

Summary:
HOMO-LUMO gap = 7.50 eV
maximum force = 4.50 eV Å⁻¹
energy above the lowest of the compared OMol25 structures with the same formula, charge and spin = 164.9 kcal per mole
HOMO level = -7.759 eV